Molecular formula: C40H120N9O14P3S11
Method: DFT, ωB97M-V with the def2-TZVPD basis set

Results
HOMO = -0.296 Ha
Energy above the lowest of the compared OMol25 structures with the same formula, charge and spin = 281.75 kcal per mole

Element x y z (Å)
O1 -6.82942 5.06128 1.14697
P1 -7.76016 4.20238 2.03227
N1 -7.61268 2.49740 1.91509
C1 -8.53214 1.55864 2.59651
C2 -6.29264 1.89816 1.60683
N2 -9.30604 4.51333 1.38342
C3 -9.64623 4.19982 0.04478
C4 -9.75088 5.87446 1.72728
N3 -7.66652 4.50938 3.68866
C5 -8.85316 4.21452 4.59452
C6 -6.44025 4.89498 4.48052
H1 -8.45518 0.56803 2.14833
H2 -9.49094 1.92814 2.23279
H3 -8.68058 1.68793 3.66858
H4 -6.40654 0.97216 1.04323
H5 -5.81148 1.51646 2.50731
H6 -5.78243 2.63607 0.98773
H7 -8.95371 4.73780 -0.60259
H8 -9.59144 3.11194 0.00445
H9 -10.68754 4.51770 -0.00728
H10 -9.13922 6.55507 1.13506
H11 -10.79074 6.10208 1.49277
H12 -9.53533 6.07256 2.77723
H13 -9.09514 5.16896 5.06205
H14 -9.64806 3.79458 3.97819
H15 -8.62739 3.60783 5.47147
H16 -6.30111 4.18539 5.29613
H17 -6.65022 5.93459 4.73193
H18 -5.61839 4.81100 3.76946
O2 -2.94485 3.78250 -7.79465
P2 -4.09089 4.15291 -6.85624
N4 -3.76153 3.73830 -5.20588
C7 -3.58094 2.29567 -4.90009
C8 -2.76524 4.53018 -4.42905
N5 -5.49021 3.21424 -7.28774
C9 -6.72381 2.98947 -6.49315
C10 -5.68690 2.68783 -8.61500
N6 -4.64999 5.73618 -6.95628
C11 -4.46061 6.47065 -8.21743
C12 -5.56949 6.24883 -5.93900
H19 -3.53415 1.68879 -5.80431
H20 -4.31007 1.79058 -4.26656
H21 -2.55374 2.21040 -4.54556
H22 -1.76932 4.38881 -4.84888
H23 -2.85999 4.19497 -3.39621
H24 -3.14667 5.54341 -4.55550
H25 -6.26214 2.58486 -5.59246
H26 -7.37466 3.83142 -6.25731
H27 -7.35295 2.16737 -6.83439
H28 -5.14653 3.39241 -9.24719
H29 -5.09114 1.77924 -8.70229
H30 -6.72183 2.65366 -8.95537
H31 -5.35926 6.40631 -8.83093
H32 -4.46431 7.54168 -8.01501
H33 -3.62083 6.08772 -8.79729
H34 -5.37782 7.32177 -5.92619
H35 -5.33926 5.82568 -4.96123
H36 -6.64687 6.09900 -6.00902
O3 -0.50583 -0.23919 0.09619
P3 0.67707 -0.45988 0.98866
N7 2.06519 -1.01404 0.21738
C13 3.41295 -1.02558 0.86365
C14 1.92444 -2.07709 -0.80996
N8 0.56736 -1.56601 2.35533
C15 1.63530 -1.74303 3.24000
C16 -0.23504 -2.75347 2.21121
N9 1.30821 0.90702 1.65971
C17 1.69897 2.09131 0.77946
C18 1.00275 1.53447 2.97679
H37 3.53596 -0.29482 1.66300
H38 4.15768 -0.65575 0.15888
H39 3.85052 -1.99388 1.10660
H40 1.17933 -1.78123 -1.54846
H41 1.64486 -3.01282 -0.32587
H42 2.83781 -2.18282 -1.39536
H43 2.28047 -0.86597 3.29114
H44 1.24612 -2.03184 4.21632
H45 2.33073 -2.50328 2.88433
H46 0.52756 -3.49386 1.96965
H47 -0.82505 -3.00972 3.09116
H48 -0.94471 -2.72316 1.38442
H49 0.82502 2.61508 0.39219
H50 2.34653 2.77454 1.32896
H51 2.32508 1.78928 -0.06010
H52 1.85240 1.52777 3.65955
H53 0.16718 0.97692 3.39995
H54 0.76235 2.59515 2.90432
C19 -4.76452 -5.03064 -0.97003
S1 -5.36604 -6.70412 -0.38948
O4 -4.09232 -7.33594 0.04846
C20 -6.28084 -6.11684 1.08211
H55 -3.74841 -4.95515 -1.35722
H56 -4.78256 -4.16441 -0.30865
H57 -5.43437 -4.71797 -1.77106
H58 -6.96084 -5.31527 0.79367
H59 -5.57778 -5.69886 1.80259
H60 -6.64097 -7.00702 1.59784
C21 2.31287 -9.22032 -3.54210
S2 0.92625 -8.36440 -4.44631
O5 0.19305 -9.56837 -5.15576
C22 -0.00043 -7.91328 -2.98538
H61 2.38519 -8.69130 -2.59183
H62 3.16575 -9.22208 -4.22083
H63 1.93153 -10.23801 -3.45854
H64 -0.22813 -8.68517 -2.25024
H65 -1.00545 -7.58377 -3.24894
H66 0.50968 -7.11788 -2.44203
C23 -2.79366 8.97888 4.19394
S3 -1.46650 8.82346 2.93583
O6 -0.17312 8.44908 3.66273
C24 -2.04119 7.33091 1.88229
H67 -3.86173 9.13518 4.04267
H68 -2.52582 9.90612 4.70048
H69 -2.94472 8.19453 4.93562
H70 -1.12316 6.85866 1.53258
H71 -2.41219 7.58469 0.88929
H72 -2.76829 6.69165 2.38308
C25 0.50816 -1.39881 -8.83068
S4 0.30556 -3.04393 -7.99957
O7 1.48554 -3.08344 -7.07393
C26 -1.13983 -2.62110 -6.86818
H73 1.15805 -1.51516 -9.69797
H74 0.87524 -0.58725 -8.20242
H75 -0.41543 -1.13550 -9.34619
H76 -0.80601 -1.81310 -6.21718
H77 -1.44932 -3.49946 -6.30179
H78 -1.95709 -2.22417 -7.47037
C27 7.12326 2.05985 -3.78377
S5 5.91478 1.29027 -4.91534
O8 5.21006 2.27531 -5.79353
C28 7.00991 0.14496 -5.94364
H79 8.02325 2.45930 -4.25127
H80 7.48110 1.27402 -3.11854
H81 6.69317 2.72808 -3.03772
H82 6.42666 -0.37373 -6.70449
H83 7.52575 -0.66269 -5.42431
H84 7.82856 0.67405 -6.43147
C29 -1.49345 -7.08238 7.27456
S6 -2.35984 -8.71159 7.10474
O9 -3.75162 -8.69167 7.77818
C30 -2.42749 -8.43784 5.25288
H85 -2.01112 -6.36270 6.64039
H86 -0.46313 -7.08672 6.91887
H87 -1.43042 -6.81594 8.32962
H88 -1.39950 -8.29493 4.91986
H89 -2.85163 -7.43844 5.15600
H90 -2.89787 -9.23516 4.67745
C31 6.97082 6.71081 1.19019
S7 6.59310 8.25028 2.01502
O10 7.44658 9.34092 1.37762
C32 5.02890 8.84499 0.99318
H91 7.78359 6.27513 1.77131
H92 7.39367 6.88324 0.20046
H93 6.12457 6.02442 1.21897
H94 5.23849 8.67909 -0.06354
H95 4.78812 9.90502 1.07351
H96 4.23299 8.22015 1.39839
C33 11.30586 0.06473 3.13918
S8 9.67144 0.85804 3.08413
O11 8.70856 -0.13766 3.73328
C34 10.04049 2.20059 4.31872
H97 12.20124 0.55950 2.76291
H98 11.52773 -0.88199 2.64664
H99 11.68018 -0.05895 4.15539
H100 9.25863 2.95946 4.34896
H101 10.90846 2.74727 3.95011
H102 10.25534 1.87471 5.33644
C35 6.34856 -5.32183 -3.40694
S9 6.59108 -5.35795 -1.52208
O12 6.99462 -6.86573 -1.29180
C36 8.18503 -4.37000 -1.29605
H103 5.45858 -5.93413 -3.55224
H104 7.21877 -5.80789 -3.84804
H105 6.07224 -4.35442 -3.82630
H106 8.98996 -4.93231 -1.76933
H107 8.38978 -4.33982 -0.22588
H108 7.95956 -3.44745 -1.83100
C37 7.76560 -2.42439 7.51816
S10 6.11018 -2.16745 8.22110
O13 6.42168 -1.53985 9.59018
C38 5.49715 -0.67624 7.29409
H109 8.33903 -3.33797 7.67515
H110 8.38233 -1.52852 7.59006
H111 7.62692 -2.41892 6.43704
H112 4.45731 -0.87568 7.55307
H113 5.79397 -0.67471 6.24528
H114 5.73811 0.24585 7.82303
C39 4.15910 -9.16080 2.49378
S11 4.18092 -7.76263 3.76953
O14 2.77102 -7.73635 4.38262
C40 5.06104 -8.68689 5.08921
H115 3.95595 -10.13672 2.93469
H116 5.21882 -9.24146 2.25174
H117 3.40799 -8.85477 1.76557
H118 4.57568 -9.64811 5.25827
H119 4.97417 -8.17716 6.04876
H120 6.00960 -8.94930 4.62072

Molecular formula: C40H124N10O17
Method: DFT, ωB97M-V with the def2-TZVPD basis set

Results
HOMO = -0.310 Ha
Energy above the lowest of the compared OMol25 structures with the same formula, charge and spin = 50.58 kcal per mole

Element x y z (Å)
O1 2.55824 0.30358 -1.69016
H1 1.77510 0.17660 -2.25184
H2 2.27200 0.25395 -0.77343
O2 -0.40144 -0.17087 -2.59205
H3 -1.13684 -0.65860 -3.06460
H4 -0.33120 0.62712 -3.06447
O3 6.00557 0.49658 3.96588
H5 6.95916 0.41936 4.23560
H6 6.03030 0.63070 3.02518
O4 3.11270 0.36733 3.46805
H7 4.00282 0.26302 3.73002
H8 3.00485 0.21853 2.52400
O5 -1.32053 1.64292 3.76264
H9 -1.93092 1.38504 4.52110
H10 -0.48811 1.80080 4.24668
O6 1.43210 2.05848 4.82473
H11 2.17835 1.48818 4.43298
H12 1.65245 2.97759 4.60740
O7 6.27209 0.43730 1.15677
H13 6.19050 1.19601 0.54813
H14 5.77076 -0.34669 0.89871
C1 -4.22985 -0.13089 -2.70650
C2 -3.49089 -0.20203 -4.02467
C3 -3.04758 1.17290 -4.50586
O8 -4.04503 2.21386 -4.48020
C4 -5.14716 1.91608 -5.34255
N1 -2.42794 -1.18057 -3.99318
H15 -4.93509 0.65885 -2.63406
H16 -3.48008 0.04876 -1.91133
H17 -4.65056 -1.11987 -2.48839
H18 -4.19934 -0.66198 -4.71551
H19 -2.58051 1.08733 -5.50271
H20 -2.25711 1.46943 -3.92697
H21 -5.72556 2.85737 -5.52387
H22 -5.90084 1.16584 -4.97691
H23 -4.71980 1.56752 -6.32282
H24 -2.75964 -2.02777 -3.59403
H25 -2.16071 -1.29800 -4.96738
C5 -3.76454 -1.32576 4.86060
C6 -3.46658 -0.96713 6.32462
C7 -2.11836 -1.52790 6.78126
O9 -2.30524 -2.93342 6.81176
C8 -1.16812 -3.58881 7.30341
N2 -3.34835 0.55728 6.35685
H26 -2.83150 -1.04329 4.30836
H27 -4.61515 -0.75936 4.48583
H28 -4.03863 -2.34251 4.63684
H29 -4.24005 -1.36202 6.98122
H30 -1.83436 -1.12371 7.78284
H31 -1.26451 -1.26944 6.11340
H32 -0.71573 -4.11299 6.38191
H33 -1.54505 -4.29255 8.01777
H34 -0.45554 -2.87915 7.80960
H35 -4.20314 1.00590 5.97434
H36 -3.14613 1.01962 7.22792
C9 6.04126 1.42198 -2.74060
C10 6.64614 2.77424 -2.32313
C11 5.48578 3.75395 -2.39947
O10 5.87562 4.99566 -1.91696
C12 4.79400 5.83813 -1.90461
N3 6.99534 2.61421 -0.90754
H37 5.89728 1.45552 -3.83124
H38 5.14574 1.23721 -2.23832
H39 6.78327 0.65802 -2.61141
H40 7.49070 3.24864 -2.86683
H41 4.65814 3.33277 -1.86961
H42 5.13878 3.81464 -3.43379
H43 3.90084 5.51961 -1.31202
H44 4.51000 6.00002 -2.92685
H45 5.04774 6.78071 -1.40712
H46 7.88048 2.11586 -0.87397
H47 7.17891 3.57787 -0.50521
C13 5.11054 -4.17878 -0.18205
C14 5.49048 -2.69097 -0.34824
C15 5.22148 -2.13456 -1.70569
O11 5.88984 -2.80810 -2.71803
C16 5.71146 -2.15171 -4.00054
N4 4.95726 -1.83304 0.69344
H48 5.70945 -4.73717 -0.88584
H49 4.03581 -4.40926 -0.12968
H50 5.55021 -4.49031 0.78819
H51 6.60729 -2.62187 -0.25645
H52 5.53328 -1.10310 -1.68082
H53 4.17397 -2.11927 -2.02607
H54 6.03683 -2.82624 -4.80896
H55 6.23190 -1.21662 -3.97639
H56 4.59255 -1.95245 -4.22303
H57 5.23067 -2.19863 1.58583
H58 3.99664 -1.62354 0.61847
C17 -1.58349 -0.66280 0.54497
C18 -0.24766 -0.49138 1.21756
C19 0.32985 0.92855 0.91011
O12 1.77242 0.80865 0.98651
C20 2.30287 2.19927 0.95184
N5 -0.38428 -0.81527 2.66390
H59 -1.87041 -1.69444 0.53606
H60 -1.36354 -0.26282 -0.42352
H61 -2.40934 -0.11263 0.98617
H62 0.53988 -1.16669 0.86217
H63 -0.02901 1.60748 1.69359
H64 -0.03991 1.23805 -0.11147
H65 1.92596 2.75265 1.82394
H66 2.01439 2.69826 0.04525
H67 3.40663 2.12856 0.98700
H68 0.53002 -0.57762 3.12203
H69 -1.08947 -0.19219 3.04223
C21 1.49506 3.46820 -3.74141
C22 0.04955 3.49678 -4.30378
C23 -0.91643 3.79125 -3.18685
O13 -0.90157 2.95192 -2.11374
C24 -2.10310 3.10591 -1.32287
N6 -0.15531 4.52878 -5.22779
H70 1.92749 4.47107 -3.61783
H71 2.25917 2.91432 -4.33764
H72 1.47814 2.92752 -2.77640
H73 -0.12003 2.53068 -4.80506
H74 -1.99785 3.81330 -3.54050
H75 -0.74990 4.79872 -2.78945
H76 -2.16692 4.11443 -0.81967
H77 -2.07669 2.40676 -0.48233
H78 -2.92480 2.94942 -2.03912
H79 -0.77450 4.36414 -6.00168
H80 0.66269 5.00770 -5.57475
C25 1.79007 -4.79248 2.59785
C26 0.56891 -4.26906 1.83077
C27 1.18261 -4.11765 0.39525
O14 0.20144 -3.80025 -0.59694
C28 0.73230 -3.46453 -1.86498
N7 -0.55056 -5.24606 1.75587
H81 1.60306 -4.64764 3.69749
H82 2.73993 -4.23875 2.39142
H83 1.96798 -5.83667 2.30832
H84 0.21345 -3.44418 2.31761
H85 1.65701 -5.09819 0.17780
H86 2.02828 -3.39782 0.39088
H87 0.82371 -4.42641 -2.44957
H88 1.81393 -3.04090 -1.77170
H89 0.11565 -2.66845 -2.32331
H90 -1.31420 -4.74832 1.33145
H91 -0.15071 -5.95626 1.09050
C29 2.30247 7.03407 0.78719
C30 2.04664 5.72171 1.59728
C31 2.40167 5.96191 3.04816
O15 2.63380 4.84055 3.80088
C32 4.03195 4.51084 3.97925
N8 0.65617 5.35590 1.33781
H92 3.32644 7.30515 0.72876
H93 1.73346 7.80850 1.23709
H94 1.87561 6.95259 -0.22153
H95 2.76947 4.95281 1.33105
H96 1.61139 6.60188 3.48374
H97 3.25305 6.66514 3.11634
H98 4.05313 3.47278 4.31322
H99 4.54878 5.07327 4.80632
H100 4.53106 4.68701 3.00119
H101 0.22775 5.00909 2.21447
H102 0.57983 4.68346 0.62350
C33 -7.13481 0.20397 3.51127
C34 -7.67198 -0.79548 2.45152
C35 -6.72922 -2.03942 2.29920
O16 -5.69474 -1.62540 1.48837
C36 -4.60718 -2.52268 1.43139
N9 -9.03794 -1.38047 2.85062
H103 -6.18201 0.71964 3.22633
H104 -6.95741 -0.37270 4.38799
H105 -8.01917 0.81003 3.79111
H106 -7.79213 -0.29499 1.48569
H107 -7.21803 -2.85162 1.88261
H108 -6.33812 -2.31415 3.26742
H109 -4.07396 -2.50261 0.46072
H110 -4.98299 -3.56840 1.54543
H111 -3.92353 -2.21197 2.20684
H112 -9.74463 -0.63565 2.79781
H113 -9.00174 -1.86024 3.75993
C37 -5.79995 -3.94270 -4.83868
C38 -4.52391 -4.74827 -5.15709
C39 -3.84387 -5.19684 -3.83616
O17 -3.16299 -4.03204 -3.36916
C40 -2.70665 -4.21081 -2.02914
N10 -4.83390 -5.82539 -6.12944
H114 -6.27746 -3.70959 -5.85533
H115 -5.60951 -3.09006 -4.34028
H116 -6.57684 -4.52836 -4.35807
H117 -3.83085 -4.10888 -5.64391
H118 -3.20579 -6.06130 -3.98113
H119 -4.69688 -5.46425 -3.24034
H120 -2.21815 -3.29338 -1.76990
H121 -2.11015 -5.15050 -1.92131
H122 -3.60944 -4.37411 -1.37930
H123 -5.00052 -6.68193 -5.65691
H124 -4.01794 -6.01098 -6.68734

Molecular formula: C40H23ClF11N2O6PPt
Method: DFT, ωB97M-V with the def2-TZVPD basis set

Results
HOMO = -0.340 Ha
Energy above the lowest of the compared OMol25 structures with the same formula, charge and spin = 11.92 kcal per mole

Element x y z (Å)
Pt1 -1.09213 -0.40215 -0.16381
O1 -6.30284 2.32307 0.67283
C1 -5.35615 3.03325 1.24326
O2 -5.56583 4.09557 1.77272
C2 -3.95652 2.47669 1.22261
C3 -2.85721 3.15043 1.72267
Cl1 -2.73061 4.65876 2.48070
N1 -1.75039 2.39692 1.51897
N2 -2.09550 1.21822 0.96125
C4 -3.39639 1.28425 0.72391
C5 -3.99674 0.19277 -0.11785
O3 -5.19585 0.23083 -0.39191
O4 -3.18394 -0.69767 -0.52171
C6 -0.43876 2.78236 1.93969
C7 0.05474 2.32728 3.14907
C8 1.22695 2.87972 3.64394
C9 1.86306 3.89383 2.94428
C10 1.36409 4.32707 1.72298
C11 0.21372 3.75884 1.20307
H1 -5.94187 1.47672 0.26496
H2 -0.49749 1.58348 3.70806
H3 1.62363 2.53993 4.59164
H4 2.75953 4.34484 3.35006
H5 1.86803 5.11172 1.17407
H6 -0.20100 4.08646 0.25801
O5 -2.78230 -1.37283 1.97913
C12 -1.72073 -1.59199 1.47298
C13 -0.76817 -2.58646 2.09743
C14 -1.20918 -3.57651 2.96956
C15 -0.28062 -4.41865 3.54462
C16 1.07937 -4.27617 3.26793
C17 1.52170 -3.29109 2.40684
C18 0.58254 -2.43129 1.83307
P1 0.97829 -1.18187 0.60322
C19 2.11892 -2.15004 -0.44755
C20 1.77590 -3.47239 -0.74471
C21 2.60629 -4.24745 -1.53248
C22 3.79090 -3.71372 -2.02688
C23 4.14785 -2.41240 -1.71312
C24 3.31651 -1.62978 -0.92247
C25 2.07022 0.09733 1.23808
C26 2.27840 1.22015 0.44284
C27 3.34358 2.06253 0.72836
C28 4.16306 1.81149 1.81893
C29 3.91178 0.72663 2.64874
C30 2.87178 -0.14030 2.35440
H7 -2.26893 -3.67510 3.16515
H8 -0.60683 -5.20751 4.20964
H9 1.79145 -4.95511 3.71842
H10 2.57294 -3.20488 2.16394
H11 0.85480 -3.89744 -0.36567
H12 2.32440 -5.26535 -1.76861
H13 4.43477 -4.31609 -2.65405
H14 5.07152 -1.99482 -2.09081
H15 3.60035 -0.61299 -0.69836
H16 1.63639 1.41405 -0.41483
H17 3.52748 2.92110 0.09591
H18 4.99279 2.47274 2.03387
H19 4.53617 0.54406 3.51379
H20 2.69578 -1.00419 2.98297
F1 -2.31906 -3.18398 -1.11859
C31 -1.36864 -2.76537 -1.95391
C32 -0.61793 -1.63702 -1.67333
C33 0.42794 -1.33382 -2.53553
F2 1.22782 -0.28930 -2.30791
C34 0.72115 -2.11539 -3.63502
F3 1.73911 -1.80244 -4.43530
C35 -0.05523 -3.22708 -3.90464
F4 0.21874 -3.99535 -4.95713
C36 -1.10155 -3.55329 -3.06344
F5 -1.82358 -4.64921 -3.29899
C37 -2.66886 2.66101 -2.22461
C38 -1.45710 1.80542 -2.62497
O6 -0.86781 1.19443 -1.54312
C39 -0.35825 2.75626 -3.17309
F6 -0.73101 3.41608 -4.28253
F7 -0.06684 3.69505 -2.24753
F8 0.78424 2.12587 -3.45288
C40 -1.92305 0.86825 -3.77055
F9 -0.90584 0.24810 -4.40246
F10 -2.73908 -0.08354 -3.30240
F11 -2.60369 1.54503 -4.71504
H21 -2.40801 3.23167 -1.33563
H22 -3.52025 2.02047 -2.00867
H23 -2.95695 3.35134 -3.01651